Below is a structure of composition C16H16AsCoNO5S5, with properties calculated with wB97M-V/def2-TZVPD.

```
45
Properties=species:S:1:pos:R:3:forces:R:3
Co -1.572014 1.261299 -0.712128 0.174 -0.589 -0.024
O -2.045757 3.552064 -4.121357 -0.058 0.022 -0.189
C -2.180405 2.654820 -3.146875 0.101 0.042 0.145
O -1.232895 2.080960 -2.663645 0.029 0.064 -0.164
C -3.620774 2.476950 -2.731458 -0.069 0.084 0.166
O -3.717576 1.903686 -1.454317 0.054 0.015 -0.098
C -4.486571 0.691948 -1.405166 0.071 -0.073 0.111
C -3.646185 -0.517617 -1.839640 0.063 0.095 -0.139
O -4.214933 -1.429016 -2.427135 0.033 -0.083 0.047
O -2.413335 -0.432073 -1.516288 -0.096 0.178 0.050
H -1.100865 3.645165 -4.319369 -0.025 -0.082 0.045
H -4.113168 1.862412 -3.491972 0.025 0.017 -0.048
H -4.086560 3.464413 -2.724163 -0.037 0.004 -0.059
H -5.391693 0.779295 -2.005273 -0.001 0.032 -0.026
H -4.754163 0.561331 -0.356487 -0.062 0.039 0.001
S -1.901777 2.845887 5.509621 -0.069 0.143 -0.162
As -0.757679 3.237242 3.785414 0.056 -0.681 0.078
S -1.124071 3.164722 0.409447 -0.099 0.464 -0.232
S -1.907754 2.182122 2.052243 -0.157 0.182 0.589
S 1.207260 2.431321 3.799941 -0.033 0.220 -0.033
N -0.048453 0.199585 0.109272 -0.214 -0.237 -0.114
S 1.086757 -0.655175 -0.551314 0.278 -0.043 0.515
C 1.028029 -2.300612 0.169756 -0.166 -0.014 -0.105
C 0.641382 -3.352355 -0.644779 0.056 -0.006 -0.030
C 0.438805 -4.606866 -0.084057 0.022 -0.039 0.014
C 0.609057 -4.791209 1.279430 -0.018 0.032 0.010
C 0.984222 -3.725443 2.090902 0.003 0.036 -0.028
C 1.195114 -2.473770 1.537572 0.068 -0.006 0.030
C 2.611115 -0.106123 0.242472 0.114 0.167 -0.188
C 3.807642 -0.772619 0.002206 -0.032 -0.022 -0.019
C 4.974649 -0.276880 0.557689 0.007 -0.037 -0.018
C 4.938837 0.868968 1.348463 -0.076 0.028 0.006
C 3.737562 1.519116 1.586282 0.161 -0.051 -0.047
C 2.562790 1.039922 1.017885 -0.110 -0.044 -0.142
H -0.063070 0.143104 1.126298 -0.017 0.184 0.013
H 0.490282 -3.187891 -1.704742 -0.046 0.005 0.022
H 0.134721 -5.435760 -0.710003 -0.004 0.016 -0.007
H 0.434895 -5.764958 1.719476 0.011 -0.002 -0.015
H 1.102316 -3.864565 3.157476 0.006 -0.012 -0.005
H 1.487418 -1.636940 2.162413 -0.023 -0.005 0.012
H 3.817760 -1.671318 -0.604907 0.044 0.006 0.009
H 5.915006 -0.781887 0.375156 -0.008 -0.013 0.008
H 5.854829 1.254083 1.778768 0.000 -0.017 0.012
H 3.693527 2.401098 2.212271 -0.049 -0.028 -0.004
H 1.625713 1.561552 1.184610 0.092 0.007 0.014
```
Forces are in eV/Å.

Highest occupied orbital energy (spin up / spin down)   -0.1406 / -0.1528 Ha
Expectation value of S²   6.019
Energy above the lowest of the compared OMol25 structures with the same formula, charge and spin   86.5 kJ/mol
Spin multiplicity   5
Net charge   -1


Below is a cluster of 8 separate species, C25H71N11O9 in total in a non-equilibrium geometry, with properties calculated with wB97M-V/def2-TZVPD.

```
116
Properties=species:S:1:pos:R:3:forces:R:3
C -1.232749 3.999328 -0.524681 1.579 0.225 -1.587
O -0.453309 4.351088 -1.392431 1.041 0.242 0.135
N -2.335239 3.366938 -0.823281 -3.702 -1.489 -0.280
N -1.075179 4.065738 0.787839 1.243 0.916 2.790
H -2.661559 3.189698 -1.762541 0.194 0.453 0.195
H -2.999069 3.421668 -0.064051 -0.522 -0.623 -0.701
H -1.855149 3.981178 1.423919 0.335 -0.119 -0.163
H -0.209759 4.400668 1.186559 -0.205 0.150 -0.273
C 1.292091 1.335818 -7.445911 -1.975 0.936 -1.320
O 2.023311 0.513298 -7.885711 1.845 -2.161 -0.904
N 0.173351 1.776258 -8.002001 -2.720 0.110 -2.230
N 1.457071 2.008888 -6.349491 3.604 1.081 5.028
H -0.199239 1.264018 -8.788691 -0.158 0.302 0.208
H -0.409139 2.355878 -7.414771 -0.354 -0.330 -0.644
H 1.048661 2.846158 -5.959251 -0.215 -0.260 -0.722
H 2.402821 1.840428 -6.037611 -0.057 0.287 0.658
C 1.684471 5.501238 -4.279981 5.514 1.796 0.585
O 2.730081 5.749568 -3.641741 -1.293 -0.523 0.493
N 1.701661 5.670068 -5.565801 -0.271 0.212 -3.833
N 0.562891 5.081208 -3.846001 -2.874 -1.643 2.994
H 0.793571 5.521588 -5.982241 0.758 0.631 -1.103
H 2.523561 6.098748 -5.966811 -0.565 -0.092 -0.322
H 0.639101 4.860398 -2.863391 -1.351 -0.241 0.112
H -0.182969 4.804438 -4.468241 0.021 -0.012 0.767
C -3.529949 0.152738 10.352779 1.257 -0.059 -0.854
O -3.146379 -0.129862 8.957009 -0.351 -0.178 1.444
C -2.286929 0.907408 8.471909 0.541 -0.449 -0.617
C -1.472329 0.381538 7.185589 -1.623 0.829 1.936
N -1.953449 1.102908 6.006459 0.724 -1.487 -0.898
C -2.965299 0.261918 5.367179 -0.635 1.394 -0.383
C -3.412159 0.803618 3.992779 0.635 -1.666 -0.635
O -2.371379 0.667538 2.944949 0.155 0.727 2.160
C -2.891849 0.811948 1.689739 -0.685 -0.759 -2.070
H -2.593829 0.124708 10.910449 0.046 0.239 0.279
H -4.169419 -0.585402 10.836849 -0.168 -0.235 -0.860
H -3.976059 1.141288 10.461629 -0.088 0.060 -0.180
H -1.596819 1.243088 9.245969 0.042 -0.017 0.210
H -2.972749 1.718098 8.225859 0.477 0.435 -0.431
H -1.751849 -0.668972 7.265539 0.084 -0.385 -0.748
H -0.383059 0.417288 7.168089 -0.064 0.384 0.816
H -1.187169 1.006498 5.355599 0.443 0.635 -0.285
H -3.799889 0.306448 6.066879 -0.525 -0.210 -0.341
H -2.663359 -0.783882 5.310279 0.115 -0.167 -0.298
H -3.807439 1.819158 4.015889 0.133 0.030 0.062
H -4.146219 0.085598 3.627129 -0.716 0.291 0.218
H -3.563039 0.008008 1.387599 -0.508 -0.520 0.495
H -2.149129 0.702018 0.899559 0.648 0.439 0.378
H -3.481779 1.694188 1.441289 0.146 0.643 0.582
C -3.774929 -1.235932 -7.105131 -0.004 -1.856 1.207
C -3.547309 -0.157502 -6.019881 -0.183 0.289 -4.197
C -2.158369 -0.104762 -5.413571 -1.714 -1.261 0.570
O -2.156729 1.044588 -4.630811 1.899 -0.040 1.976
C -1.014129 1.061758 -3.716281 -0.305 0.811 -0.350
N -3.624699 1.039068 -6.849571 -0.164 2.091 -0.178
H -4.777629 -1.144322 -7.522641 0.008 0.207 0.047
H -3.738139 -2.239372 -6.681051 -0.042 -0.387 0.099
H -3.077119 -1.274942 -7.941571 0.271 0.539 0.157
H -4.462699 -0.138252 -5.428451 0.734 -0.147 1.009
H -1.339449 -0.147732 -6.131651 -0.106 0.354 -0.522
H -2.085279 -1.050442 -4.876511 0.399 -0.048 0.834
H -1.209759 0.920748 -2.653301 -0.935 -0.701 0.029
H -0.631969 2.081558 -3.670891 0.280 0.114 -0.604
H -0.224479 0.359228 -3.982751 -0.059 0.127 -0.280
H -2.999839 0.924308 -7.634731 0.360 0.040 -0.032
H -4.521579 1.141038 -7.302691 -0.335 -0.032 0.234
C 2.353421 0.772138 4.623919 0.796 -0.152 0.597
C 1.915751 0.048768 3.335029 -0.151 -0.094 0.294
C 1.095881 -1.270972 3.600519 -0.003 2.183 0.378
O 1.792451 -2.136302 4.410789 0.680 -1.031 0.922
C 2.816951 -2.899812 3.791379 -0.407 0.759 0.023
N 1.136441 1.070278 2.658089 -0.660 0.108 -0.481
H 2.963891 1.659478 4.456369 -0.258 0.187 -0.848
H 3.016951 0.278878 5.334209 -0.379 -0.861 -0.109
H 1.490231 1.141508 5.177609 -0.238 -0.235 0.092
H 2.787201 -0.187572 2.724439 0.164 0.008 -0.036
H 0.623971 -1.757852 2.747079 0.537 -0.071 -0.795
H 0.217851 -0.911422 4.137079 -0.118 -0.146 0.536
H 3.356071 -3.426392 4.578879 -0.358 -0.328 -0.139
H 3.566951 -2.293752 3.283169 -0.008 0.308 -0.097
H 2.334571 -3.520392 3.036199 0.238 -0.604 -0.052
H 0.374881 0.687868 2.115969 0.021 -0.316 -0.461
H 0.631061 1.587528 3.363169 0.018 0.324 0.142
C 3.962401 0.721588 -2.516141 0.437 -0.802 0.193
C 2.793271 1.658158 -2.526481 -0.333 -1.228 -1.072
C 1.643611 1.299748 -1.603381 1.416 0.882 0.684
O 1.298621 -0.049962 -1.808891 -0.535 0.688 0.833
C 0.614721 -0.462172 -0.662681 -0.486 -1.758 0.051
N 3.291051 2.987638 -2.281821 -1.326 -0.263 0.132
H 4.714871 1.106548 -3.204401 0.224 0.293 0.253
H 3.791651 -0.280292 -2.910051 -0.482 -0.083 0.275
H 4.358371 0.660848 -1.502431 0.322 -0.061 -0.022
H 2.343801 1.523458 -3.510311 -0.092 0.322 -0.706
H 0.772991 1.955578 -1.605101 -0.335 0.180 -1.006
H 1.983051 1.541158 -0.596101 0.444 -0.763 0.631
H 1.295771 -0.723142 0.147349 0.313 0.047 0.166
H 0.062421 -1.358392 -0.945261 -0.015 -0.274 0.066
H -0.139769 0.185548 -0.216251 0.049 0.760 -0.442
H 3.917481 3.221588 -3.038761 0.059 0.409 -0.039
H 2.416641 3.460578 -2.460211 0.402 1.613 0.178
C 2.431291 -7.038712 2.559549 -0.846 -0.090 -1.043
C 1.615171 -7.274982 1.219869 2.127 -0.344 1.957
C 2.276391 -6.398662 0.057449 -0.069 1.869 0.441
O 2.475401 -5.103272 0.577649 0.343 -1.963 0.532
C 2.300501 -4.087852 -0.372061 -0.124 0.731 -0.498
N 1.412761 -8.628412 0.845879 -1.299 2.631 0.753
H 2.293901 -6.023952 2.933009 -0.058 0.076 -0.413
H 3.489411 -7.152862 2.324059 0.031 -0.225 0.273
H 2.100891 -7.666692 3.386939 0.142 -0.418 -0.286
H 0.705231 -6.678512 1.285599 -0.901 -0.140 -0.212
H 1.610511 -6.335352 -0.803181 0.226 -0.340 -0.273
H 3.243371 -6.867002 -0.126191 0.060 -0.238 -0.126
H 1.266221 -4.112802 -0.715221 0.016 0.085 -0.484
H 3.045041 -4.242172 -1.153051 -0.304 0.180 -0.380
H 2.476561 -3.108562 0.073029 0.050 -0.256 0.279
H 0.666411 -8.642222 0.165529 0.049 -0.750 -0.596
H 1.191751 -9.199682 1.648949 0.568 -0.735 0.075
```
Forces are in eV/Å.

Highest occupied orbital energy (spin up / spin down)   -0.3761 / -0.3761 Ha
Expectation value of S²   0.755
Spin multiplicity   2
Net charge   +1


Q: The lowest spin multiplicity belongs to which entry?
A: C25H71N11O9


Q: Among the records above, which one has the lowest net charge?
A: C16H16AsCoNO5S5


Q: Look up the spin multiplicity of the second one.
A: 2


Q: Number 2 is which compound?
A: C25H71N11O9